(a)
Formula: C3H3IO
Source: the Open Molecules 2025 dataset
Level of theory: the ωB97M-V functional and the def2-TZVPD basis

Last column: natural (NBO) charge in e.
Geometry (Å):
C (-0.301, -0.707, 0.448)  -0.56
C (2.595, 1.470, 0.749)  0.40
C (0.985, -0.877, 0.483)  -0.20
O (2.583, 2.347, -0.011)  -0.45
I (2.418, -2.201, 0.009)  0.24
H (-1.053, -1.208, -0.115)  0.22
H (-0.726, 0.297, 0.679)  0.23
H (3.125, 1.402, 1.698)  0.13

**Orbital gap (spin up / spin down)**: 8.5 / 7.7 eV
**HOMO (spin up / spin down)**: -8.26 / -8.13 eV
**Total charge**: 0

---

(b)
Formula: C3H3IO
Source: the Open Molecules 2025 dataset
Level of theory: the ωB97M-V functional and the def2-TZVPD basis

Last column: natural (NBO) charge in e.
Geometry (Å):
C (-0.642, 1.250, -0.262)  -0.52
C (0.098, -1.771, 0.361)  0.47
C (0.500, 0.694, -0.134)  -0.29
O (0.069, -2.095, 1.496)  -0.45
I (2.387, 1.268, -0.295)  0.24
H (-0.836, 2.286, -0.404)  0.20
H (-1.514, 0.701, -0.230)  0.21
H (-0.062, -2.334, -0.531)  0.14

**Orbital gap (spin up / spin down)**: 8.3 / 8.0 eV
**HOMO (spin up / spin down)**: -8.12 / -8.17 eV
**Total charge**: 0

---

Most stable to least stable, the ends of the list are (b) and (a).

---

(a)
Formula: C3H3O4
Source: the Open Molecules 2025 dataset
Level of theory: the ωB97M-V functional and the def2-TZVPD basis

Last column: natural (NBO) charge in e.
Geometry (Å):
O (-1.768, -0.780, -1.213)  -0.62
C (-1.245, -0.191, -0.297)  0.65
O (-1.465, -0.750, 0.959)  -0.69
C (-0.145, 0.746, -0.365)  0.42
O (-0.036, 1.888, -0.587)  -0.54
C (1.348, 0.113, 0.114)  0.00
O (1.814, -1.037, 0.326)  -0.83
H (-1.693, -1.580, 0.666)  0.47
H (1.838, 0.716, -0.723)  0.09
H (1.352, 0.875, 1.120)  0.05

**Orbital gap**: 7.0 eV
**HOMO**: -3.14 eV
**Total charge**: -1

---

(b)
Formula: C3H3O4
Source: the Open Molecules 2025 dataset
Level of theory: the ωB97M-V functional and the def2-TZVPD basis

Last column: natural (NBO) charge in e.
Geometry (Å):
C (0.536, -0.415, -1.418)  0.09
C (0.286, 1.762, 1.021)  0.45
C (-0.298, 0.051, -0.485)  0.26
O (-0.503, 1.354, -0.079)  -0.58
O (-0.835, -0.822, 0.513)  -0.81
O (0.704, -1.662, -1.710)  -0.86
O (0.124, 1.072, 2.082)  -0.69
H (1.169, 0.125, -2.133)  0.13
H (-0.476, 0.300, 1.961)  0.51
H (-0.706, -1.765, 0.247)  0.51

**Orbital gap**: 6.1 eV
**HOMO**: -2.25 eV
**Total charge**: -1

---

Most stable to least stable, the ends of the list are (a) and (b).

---

(a)
Formula: CH2Cl2
Source: the Open Molecules 2025 dataset
Level of theory: the ωB97M-V functional and the def2-TZVPD basis

Last column: natural (NBO) charge in e.
Geometry (Å):
Cl (0.420, -1.208, 1.143)  -0.02
C (0.151, 0.025, -0.106)  -0.38
Cl (-1.581, 0.490, -0.143)  -0.05
H (0.592, 0.965, 0.227)  0.23
H (0.418, -0.272, -1.120)  0.23

**Orbital gap**: 12.0 eV
**HOMO**: -11.08 eV
**Total charge**: 0

---

(b)
Formula: CH2Cl2
Source: the Open Molecules 2025 dataset
Level of theory: the ωB97M-V functional and the def2-TZVPD basis

Last column: natural (NBO) charge in e.
Geometry (Å):
Cl (-1.607, 0.386, -0.260)  -0.02
C (0.022, -0.209, 0.049)  -0.36
Cl (1.212, 1.175, -0.219)  -0.08
H (0.347, -1.010, -0.649)  0.24
H (0.026, -0.342, 1.079)  0.22

**Orbital gap**: 11.9 eV
**HOMO**: -11.03 eV
**Total charge**: 0

---

(c)
Formula: CH2Cl2
Source: the Open Molecules 2025 dataset
Level of theory: the ωB97M-V functional and the def2-TZVPD basis

Last column: natural (NBO) charge in e.
Geometry (Å):
Cl (-0.735, -1.065, -1.174)  -0.02
C (-0.035, 0.117, -0.024)  -0.36
Cl (0.311, -0.396, 1.733)  -0.06
H (0.976, 0.254, -0.408)  0.22
H (-0.517, 1.090, -0.127)  0.23

**Orbital gap**: 11.7 eV
**HOMO**: -11.03 eV
**Total charge**: 0

---

Most stable to least stable, the ends of the list are (a) and (c).